No. 1
Here is a molecular structure, C25H32FIrN4O2P from OMol25. Energies are from ωB97M-V with the def2-TZVPD basis set.

Geometry as XYZ:
```
66
Properties=species:S:1:pos:R:3:forces:R:3:lowdin_charge:R:1
Ir 2.373 2.150 0.142 0.279 0.117 0.215 1.17
P -2.144 -1.860 -0.926 -0.026 -0.015 -0.001 1.05
F 1.870 3.871 -0.746 0.038 -0.017 0.031 -0.54
O 0.427 0.644 -1.662 -0.048 -0.143 0.051 0.14
O -0.834 -0.948 -0.649 0.103 0.055 -0.111 -0.10
N 2.964 0.298 1.010 0.020 -0.110 0.034 -0.12
N 0.638 2.741 1.192 -0.160 0.100 -0.081 -0.11
N 4.253 2.515 -0.696 0.112 0.091 -0.185 -0.11
N 3.390 2.872 2.055 0.092 -0.024 0.149 -0.27
C -5.370 -0.321 0.921 -0.004 -0.003 -0.007 -0.04
C -5.288 -0.896 2.182 0.005 -0.004 0.003 -0.03
C 3.872 0.470 2.185 -0.015 -0.005 -0.070 -0.18
C -0.035 -5.209 -1.598 0.000 0.007 -0.007 -0.04
C -1.642 -3.552 -0.941 -0.029 -0.011 0.022 -0.28
C -1.500 0.460 -4.002 0.003 0.011 -0.049 0.03
C -4.423 -0.629 -0.042 -0.025 -0.026 -0.004 -0.05
C 4.708 3.366 1.607 -0.053 0.071 0.002 -0.15
C -0.903 -6.205 -1.162 0.000 0.000 0.001 -0.03
C -2.492 -1.182 -2.532 -0.065 -0.052 0.032 -0.22
C -0.401 -3.881 -1.495 0.003 -0.005 0.005 -0.06
C 1.000 3.313 2.518 0.035 0.097 -0.044 -0.19
C -3.493 -1.463 -3.447 0.007 -0.009 -0.032 -0.02
C -2.140 -5.880 -0.626 -0.002 0.002 -0.004 -0.04
C -3.313 -2.103 1.540 -0.008 0.002 -0.001 -0.07
C -2.505 0.187 -4.920 0.021 0.013 0.007 -0.01
C -2.519 -4.551 -0.513 -0.002 -0.012 -0.033 -0.06
C -0.513 -0.067 -1.725 -0.220 -0.091 -0.131 -0.40
C 2.422 3.888 2.502 -0.055 -0.083 -0.079 -0.16
C -4.262 -1.782 2.493 -0.007 -0.005 -0.004 -0.04
C -1.510 -0.239 -2.808 0.079 0.106 0.049 -0.14
C 4.727 3.685 0.116 -0.011 -0.056 -0.078 -0.19
C -3.398 -1.527 0.266 0.030 0.043 0.023 -0.29
C -3.487 -0.762 -4.647 -0.006 -0.013 0.014 -0.02
C 3.494 1.721 2.959 -0.030 -0.058 -0.070 -0.17
H -3.489 -4.301 -0.105 0.003 0.005 0.010 0.11
H 4.974 1.802 -0.774 0.013 0.017 0.083 0.11
H -0.612 -7.243 -1.247 -0.001 0.000 0.000 0.12
H 3.467 -0.238 0.310 -0.100 -0.060 -0.026 0.10
H 0.924 -5.474 -2.023 0.000 0.001 0.002 0.12
H 4.195 1.897 3.781 0.066 -0.007 -0.055 0.14
H 0.302 4.103 2.797 0.033 0.037 -0.015 0.13
H -4.209 -2.228 3.477 0.003 0.004 0.000 0.12
H -6.174 0.363 0.686 0.001 0.001 0.001 0.12
H 2.668 4.284 3.494 -0.010 -0.035 0.022 0.14
H 4.889 0.531 1.800 0.007 0.046 0.008 0.11
H 0.898 2.531 3.267 -0.026 -0.004 0.007 0.10
H 4.083 2.846 -1.644 0.029 0.006 0.007 0.10
H 0.271 -3.106 -1.843 0.008 -0.003 0.016 0.11
H 5.019 4.249 2.172 -0.031 0.018 -0.005 0.14
H -4.256 -2.203 -3.245 0.001 0.001 0.005 0.13
H -2.527 0.717 -5.863 0.004 0.000 0.001 0.13
H -4.490 -0.184 -1.026 0.007 0.008 0.003 0.11
H -2.518 -2.798 1.779 0.006 0.003 0.001 0.12
H 4.036 4.494 -0.114 0.014 0.022 0.010 0.11
H -4.256 -0.958 -5.382 0.000 -0.003 0.001 0.13
H 5.445 2.590 1.816 0.025 0.017 0.035 0.12
H 2.461 4.713 1.789 0.016 -0.002 0.002 0.13
H -6.032 -0.656 2.929 0.000 -0.002 -0.001 0.12
H 5.732 3.989 -0.184 0.007 -0.012 0.010 0.13
H -2.813 -6.659 -0.296 0.001 0.000 0.000 0.12
H 2.519 1.544 3.407 0.010 0.046 0.066 0.11
H -0.237 2.231 1.253 0.059 -0.085 0.053 0.10
H 2.166 -0.279 1.257 -0.014 0.060 0.085 0.10
H -0.729 1.193 -4.201 -0.008 0.003 0.000 0.14
H 0.494 3.521 0.537 -0.190 -0.041 0.045 0.08
H 3.834 -0.398 2.844 0.004 -0.018 -0.018 0.13
```
Positions in Å, forces in eV/Å.

- ⟨S²⟩ = 0.752
- molar mass (g mol⁻¹) = 662.746
- HOMO level (alpha / beta) (hartree) = -0.4299 / -0.4734
- 2S+1 = 2
- ΔE to the lowest compared entry with this formula, charge and spin (kJ/mol) = 33.9
- Kohn-Sham gap (alpha / beta) (eV) = 6.23 / 7.42
- total charge = +2

=====

No. 2
Here is C25H32FN3O3 in the gas phase from OMol25. Energies are from ωB97M-V with the def2-TZVPD basis set.

Geometry as XYZ:
```
64
Properties=species:S:1:pos:R:3:forces:R:3:lowdin_charge:R:1
F -4.047 -0.346 -4.766 0.105 0.147 0.000 0.04
O 6.166 -1.618 3.393 -0.434 -0.167 0.041 -0.07
O 4.367 -3.466 3.628 0.156 0.447 -0.028 -0.07
O -1.594 2.255 0.612 0.172 0.198 0.249 0.05
N -2.371 1.224 -1.217 -0.079 0.199 -0.356 -0.05
N -1.702 1.187 -3.989 0.229 -0.186 0.142 -0.09
N -0.073 -0.911 2.923 -0.020 0.045 0.071 -0.16
C -1.303 2.294 -3.147 -0.264 0.252 0.264 -0.12
C -2.718 2.678 -7.199 -0.037 0.081 -0.035 -0.09
C -2.288 2.453 -1.981 0.326 0.367 -0.027 -0.10
C -2.226 0.206 2.361 0.082 -0.063 0.124 -0.12
C 3.438 -4.511 3.760 -0.163 -0.162 0.022 -0.09
C -0.839 -0.921 0.589 0.094 0.064 0.077 -0.12
C 4.878 -1.177 3.501 0.119 -0.092 -0.012 -0.20
C 3.141 0.489 3.606 -0.296 -0.120 0.056 -0.04
C 2.178 -0.490 3.742 0.162 0.297 0.016 -0.23
C -3.551 0.657 -5.546 -0.041 0.053 -0.037 -0.20
C -2.767 0.101 -2.034 0.108 -0.328 -0.201 -0.12
C -1.507 -0.871 3.171 -0.329 -0.076 -0.048 -0.18
C -2.053 2.430 -6.018 -0.096 -0.047 0.008 -0.02
C 2.569 -1.828 3.755 0.187 -0.153 0.003 0.03
C 7.186 -0.661 3.270 0.149 0.172 -0.021 -0.09
C -3.807 1.907 -7.571 -0.020 -0.042 0.004 -0.10
C -2.445 1.412 -5.135 -0.182 -0.066 -0.395 -0.17
C 0.262 -0.517 1.559 0.248 -0.166 -0.250 -0.17
C -2.105 -0.082 0.856 -0.004 0.140 0.138 -0.22
C -2.001 1.233 0.087 -0.200 -0.261 0.139 -0.42
C 3.897 -2.186 3.632 0.119 -0.091 0.009 -0.19
C 4.483 0.148 3.491 0.334 -0.164 -0.018 -0.02
C -4.216 0.887 -6.734 0.063 0.016 0.042 -0.02
C -1.794 -0.030 -3.219 -0.207 -0.312 0.141 -0.13
C 0.717 -0.157 3.882 -0.051 -0.077 0.065 -0.16
H 7.069 -0.058 2.363 -0.005 -0.014 0.047 0.10
H 4.023 -5.430 3.731 -0.084 0.036 0.007 0.09
H -2.375 3.474 -7.842 0.043 0.070 -0.051 0.10
H -0.488 -0.769 -0.434 0.007 -0.085 -0.024 0.11
H -2.080 -0.865 -3.855 0.059 0.059 0.045 0.12
H -3.780 0.279 -2.414 0.069 -0.097 0.021 0.13
H -1.273 3.221 -3.716 0.059 -0.045 0.017 0.11
H -0.790 -0.234 -2.824 -0.076 -0.037 0.028 0.12
H 2.859 1.531 3.590 -0.067 0.107 -0.017 0.11
H -2.766 -0.827 -1.468 -0.021 0.023 0.048 0.12
H -0.302 2.088 -2.750 -0.026 0.087 -0.004 0.13
H 1.205 -1.006 1.291 -0.052 0.149 -0.074 0.12
H -3.276 0.257 2.652 -0.013 0.052 0.021 0.12
H -2.990 -0.629 0.523 0.069 0.033 -0.013 0.13
H -1.678 -0.709 4.237 0.021 -0.074 -0.030 0.12
H 0.417 0.572 1.481 0.027 -0.019 0.009 0.13
H -1.057 -1.982 0.714 0.002 -0.046 -0.055 0.12
H 2.715 -4.516 2.938 0.015 0.010 0.042 0.10
H -1.186 3.024 -5.772 0.099 0.014 0.039 0.11
H -4.329 2.094 -8.496 -0.053 0.009 -0.093 0.10
H -5.062 0.262 -6.976 -0.080 -0.078 0.007 0.12
H -1.774 1.178 2.569 -0.075 -0.032 -0.010 0.11
H -1.961 3.245 -1.305 -0.099 -0.071 -0.117 0.12
H 1.796 -2.574 3.849 -0.063 -0.161 -0.018 0.11
H -3.282 2.696 -2.376 0.045 0.007 -0.008 0.14
H -1.924 -1.854 2.919 -0.090 0.059 0.119 0.12
H 2.900 -4.455 4.713 0.006 0.006 -0.046 0.10
H 0.386 -0.444 4.886 -0.035 0.086 -0.053 0.13
H 7.227 0.001 4.141 -0.014 -0.017 -0.044 0.10
H 5.213 0.936 3.390 0.120 0.025 -0.019 0.10
H 0.577 0.933 3.772 0.016 -0.045 0.041 0.13
H 8.114 -1.228 3.206 -0.037 0.084 0.000 0.09
```
Positions in Å, forces in eV/Å.

- molar mass (g mol⁻¹) = 441.547
- SMILES = COc1ccc(CN2CCC(C(=O)N3CCN(c4ccccc4F)CC3)CC2)cc1OC
- HOMO level (hartree) = -0.2885
- 2S+1 = 1
- ΔE to the lowest compared entry with this formula, charge and spin (kJ/mol) = 160.1
- Kohn-Sham gap (eV) = 8.61

=====

No. 3
Here is a molecular structure, C25H32FO2Tc in a non-equilibrium geometry from OMol25. Energies are from ωB97M-V with the def2-TZVPD basis set.

Geometry as XYZ:
```
61
Properties=species:S:1:pos:R:3:forces:R:3:lowdin_charge:R:1
Tc 1.194 -0.813 0.474 -3.297 0.952 2.133 1.49
F -2.246 -2.166 5.706 0.708 0.425 -1.076 0.05
O -2.756 2.027 -1.162 -0.525 -1.574 0.152 -0.15
O 0.614 0.385 -1.773 -1.040 -0.186 -1.582 -0.20
C -1.901 -0.840 3.744 -0.004 -0.025 -0.021 0.01
C -0.067 0.942 -3.786 0.139 -0.020 0.294 -0.05
C 2.259 0.995 0.376 0.997 0.947 1.053 -0.27
C 0.916 1.471 -2.740 0.672 1.163 -0.586 -0.53
C 0.086 -1.207 2.392 0.682 0.628 -0.263 -0.21
C 2.701 0.198 1.522 0.618 1.323 0.150 -0.27
C -1.454 -1.809 4.638 -0.700 -0.161 0.464 -0.25
C 2.359 -2.567 0.852 0.361 -0.530 -0.421 -0.18
C 1.844 -1.899 -1.288 1.061 -1.701 -0.500 -0.18
C 0.573 2.847 -2.236 0.129 0.255 0.194 0.00
C -4.099 1.468 -1.288 -0.215 0.578 -0.019 -0.17
C -2.664 -0.226 -0.282 0.083 0.225 -0.200 -0.16
C 1.042 -3.045 0.548 0.134 -0.444 -0.556 -0.13
C 0.560 -2.063 3.393 -0.334 -0.334 0.047 -0.13
C -1.095 -0.514 2.643 -0.405 -0.193 0.273 -0.13
C -0.180 -0.236 -2.872 -0.468 -0.779 0.972 -0.14
C 0.712 -2.629 -0.774 0.747 0.005 0.122 -0.11
C -4.073 -0.016 -0.880 0.448 0.042 -0.182 -0.14
C 2.020 0.723 2.690 0.164 0.989 -0.203 -0.06
C 2.363 1.392 -3.209 0.000 0.040 0.101 0.00
C 1.273 1.940 0.890 0.656 -0.665 0.401 -0.06
C -0.222 -2.424 4.498 0.282 0.373 -0.226 0.00
C 2.870 -1.877 -0.304 -0.082 -1.318 -1.085 -0.17
C 1.172 1.769 2.284 0.262 -0.132 0.231 -0.08
C -2.107 1.207 -0.174 -0.122 0.517 0.286 -0.22
H 2.563 2.197 -3.930 -0.084 -0.268 0.145 0.11
H -4.779 2.022 -0.617 0.282 -0.054 -0.260 0.12
H -2.348 1.600 0.833 -0.035 0.032 -0.271 0.12
H 1.984 -1.554 -2.297 -0.132 0.216 0.113 0.11
H -2.707 -0.712 0.695 0.005 0.049 -0.197 0.09
H -0.983 1.523 -3.845 0.073 0.046 -0.188 0.13
H 0.885 3.581 -2.991 -0.225 -0.169 0.138 0.11
H 2.923 -2.762 1.756 -0.219 0.170 -0.115 0.13
H 0.308 -1.131 -3.270 -0.101 -0.013 0.233 0.12
H 0.138 -3.142 5.231 -0.133 0.225 -0.093 0.13
H -1.022 1.324 -0.310 -0.402 -0.236 -0.058 0.07
H 0.400 -3.633 1.200 0.233 0.352 -0.138 0.13
H 0.817 2.753 0.338 -0.098 -0.447 0.214 0.09
H -4.843 -0.233 -0.137 0.041 -0.005 -0.239 0.11
H -1.402 0.311 1.997 0.038 -0.418 0.253 0.06
H -1.185 -0.455 -2.512 0.165 -0.162 -0.148 0.10
H -2.874 -0.359 3.878 0.406 -0.140 0.136 0.13
H 1.152 3.054 -1.338 0.011 0.219 -0.237 0.06
H 2.244 0.445 3.715 -0.313 -0.164 -0.205 0.13
H 3.858 -1.456 -0.452 -0.226 -0.032 0.168 0.14
H 2.872 1.162 -0.504 -0.317 -0.158 0.192 0.10
H -0.215 -2.833 -1.295 0.110 0.115 0.106 0.13
H -4.214 -0.658 -1.756 -0.119 0.073 0.271 0.11
H -4.450 1.600 -2.324 0.293 0.136 0.401 0.12
H 2.560 0.434 -3.700 0.076 0.076 0.082 0.09
H -2.050 -0.861 -0.935 -0.148 0.164 0.238 0.07
H -0.498 2.970 -2.027 0.245 -0.094 -0.025 0.09
H 3.638 -0.352 1.551 -0.192 0.338 0.200 0.11
H 0.356 0.689 -4.753 -0.064 0.301 -0.125 0.13
H 0.559 2.385 2.946 0.172 -0.376 -0.263 0.13
H 3.052 1.523 -2.369 -0.018 -0.022 -0.239 0.07
H 1.569 -2.468 3.339 -0.272 -0.154 -0.043 0.09
```
Positions in Å, forces in eV/Å.

- ⟨S²⟩ = 3.789
- molar mass (g mol⁻¹) = 481.527
- HOMO level (alpha / beta) (hartree) = -0.3936 / -0.4213
- 2S+1 = 4
- ΔE to the lowest compared entry with this formula, charge and spin (kJ/mol) = 7.9
- Kohn-Sham gap (alpha / beta) (eV) = 6.98 / 6.81
- total charge = +1

=====

> What is the 2S+1 in the first record?

2

=====

> Look up the 2S+1 of the third one.

4